Entry 1:
Molecular formula: C39H44PbSb
Method: DFT, ωB97M-V/def2-TZVPD

Structure (XYZ):
```
85
Properties=species:S:1:pos:R:3:forces:R:3
C 1.3286 -3.3889 -0.8739 2.61 1.82 -0.45
C 2.2587 -2.6300 -1.6421 -1.25 -1.05 1.87
C 1.7923 -2.6036 -2.9824 -0.59 -0.15 0.25
C 0.5477 -3.2884 -3.0353 -0.58 -0.51 1.53
C 0.2724 -3.7957 -1.7368 -0.62 0.48 -2.81
Pb -0.8982 -0.5974 -0.8397 1.13 -0.25 -0.45
C -3.1814 1.9964 -1.6786 -2.18 -0.09 -0.15
C -3.2493 1.3378 -0.4270 0.58 -0.95 0.06
H -3.2559 1.9588 0.4846 0.30 -0.24 -0.43
C -3.1723 -0.0741 -0.2578 -1.14 1.09 0.53
H -3.6328 -0.7440 -0.9978 0.35 0.28 0.16
H -3.1900 -0.4448 0.7810 -0.19 0.11 -0.57
C -3.5664 3.4566 -1.7382 -0.04 0.15 0.09
H -3.0687 4.0371 -0.9552 -0.08 -0.05 -0.04
H -3.2838 3.8742 -2.7085 -0.15 -0.02 0.21
H -4.6501 3.5941 -1.6088 0.19 -0.19 -0.04
C -3.4841 1.2019 -2.9271 0.05 -0.06 -0.37
H -2.6598 0.5321 -3.1960 -0.31 0.01 0.07
H -4.3921 0.5875 -2.8106 0.19 0.30 0.02
H -3.6195 1.8790 -3.7835 -0.01 -0.25 0.29
C 3.5057 -2.0047 -1.1452 0.59 0.11 0.09
H 3.4331 -1.7266 -0.0864 0.04 -0.08 -0.21
H 4.3615 -2.6911 -1.2481 -0.09 0.24 0.06
H 3.7447 -1.0934 -1.7105 0.01 -0.16 0.14
C 2.4833 -1.9682 -4.1212 0.22 -0.07 -0.47
H 2.3263 -0.8798 -4.1538 0.09 -0.17 0.06
H 3.5656 -2.1404 -4.0621 -0.19 0.11 -0.03
H 2.1213 -2.3871 -5.0669 0.10 0.16 0.12
C -0.3202 -3.4184 -4.2259 -0.21 -0.18 -0.57
H -0.3254 -2.4922 -4.8163 -0.07 -0.20 0.03
H 0.0168 -4.2295 -4.8895 -0.17 0.18 0.05
H -1.3537 -3.6389 -3.9344 0.16 0.03 -0.15
C -0.9193 -4.5874 -1.3576 -0.36 -0.26 0.21
H -1.8194 -4.2341 -1.8785 0.18 -0.11 0.09
H -0.8036 -5.6528 -1.6118 0.01 0.24 0.05
H -1.1079 -4.5336 -0.2794 -0.02 -0.04 -0.17
C 1.4453 -3.7155 0.5631 0.03 -0.14 0.47
H 0.4614 -3.7558 1.0492 0.18 -0.02 -0.06
H 1.9213 -4.6993 0.7069 -0.12 0.21 0.03
H 2.0568 -2.9740 1.0925 -0.05 -0.16 -0.08
C -0.5782 1.1712 -2.2904 -0.01 -1.63 0.04
C -1.0793 2.4271 -1.9844 2.25 1.22 1.37
C -0.0344 0.9051 -3.5394 0.39 0.41 -0.64
C -0.7412 3.5267 -2.8297 -0.68 -0.33 0.04
H -1.2146 2.5652 -0.8943 0.13 0.63 -0.92
C 0.0965 1.9570 -4.4733 0.19 -0.31 0.44
H 0.3533 -0.0977 -3.7921 -0.36 0.58 0.10
C -0.2337 3.2720 -4.0963 -0.24 -0.15 -0.27
H -0.9376 4.5508 -2.4999 0.03 -0.34 -0.19
H 0.5446 1.7573 -5.4524 -0.29 0.13 0.32
H -0.1251 4.0832 -4.8240 0.18 -0.27 0.40
C -0.2269 5.1701 3.9021 0.04 -0.43 -0.27
C 0.1678 5.0614 2.5610 -0.02 -0.24 0.08
C 0.3044 3.7986 1.9637 -0.12 0.16 0.31
C 0.0612 2.6442 2.7219 -0.12 -0.24 -0.31
C -0.3147 2.7461 4.0646 -0.07 0.25 0.05
C -0.4719 4.0118 4.6498 0.13 -0.08 -0.30
Sb 0.2741 0.7115 1.7377 0.17 0.21 0.99
C 2.3606 0.3406 2.2254 -0.41 -0.01 -0.13
C 3.3328 0.7546 1.3060 0.24 -0.13 0.20
C 4.6908 0.5440 1.5872 -0.19 -0.02 0.23
C 5.0724 -0.0804 2.7847 -0.34 0.07 -0.21
C 4.0930 -0.4798 3.7020 -0.08 0.15 -0.15
C 2.7350 -0.2550 3.4317 0.38 -0.07 -0.05
C -0.8994 -0.5881 3.0529 0.50 0.35 -0.22
C -0.4387 -1.8641 3.3966 -0.26 -0.07 0.19
C -1.2449 -2.7091 4.1731 -0.02 0.19 -0.08
C -2.5061 -2.2837 4.6066 0.21 0.24 -0.23
C -2.9652 -1.0087 4.2535 0.25 -0.03 -0.14
C -2.1643 -0.1614 3.4734 -0.13 -0.26 0.16
H -0.3452 6.1521 4.3581 0.03 -0.25 -0.11
H 0.3661 5.9604 1.9727 -0.07 -0.29 0.21
H 0.6037 3.7218 0.9126 -0.11 0.06 0.36
H -0.4972 1.8497 4.6653 0.05 0.31 -0.23
H -0.7871 4.0856 5.6914 0.12 0.00 -0.28
H 3.0458 1.2528 0.3751 0.10 -0.22 0.24
H 5.4498 0.8716 0.8716 -0.27 -0.13 0.26
H 6.1311 -0.2512 2.9980 -0.41 0.06 -0.07
H 4.3824 -0.9618 4.6384 -0.08 0.18 -0.29
H 1.9856 -0.5419 4.1707 0.18 0.03 -0.20
H 0.5508 -2.2055 3.0808 -0.33 0.10 0.07
H -0.8775 -3.7014 4.4415 -0.13 0.29 -0.06
H -3.1271 -2.9398 5.2178 0.19 0.19 -0.19
H -3.9454 -0.6640 4.5848 0.26 -0.12 -0.07
H -2.5353 0.8351 3.2131 0.13 -0.29 0.10
```
Positions in Å, forces in eV/Å.

Calculated values
Multiplicity ... 1
E_LUMO (spin up / spin down) ... -4.7 / -3.5 eV
Orbital gap (spin up / spin down) ... 4.89 / 5.95 eV
Charge ... +1
Electronic energy ... -52931.290 eV
Strongest force on any atom ... 3.2 eV Å⁻¹

Entry 2:
Molecular formula: C39H45BrF12NO37S2
Method: DFT, ωB97M-V/def2-TZVPD

Structure (XYZ):
```
137
Properties=species:S:1:pos:R:3:forces:R:3
C -3.4918 -1.9947 -2.6586 0.22 -0.29 0.26
C -2.8181 -1.0113 -3.6052 -0.55 0.09 -0.19
C -1.9782 0.0233 -2.8680 -0.06 -0.36 -0.53
Br -1.8478 1.6584 -3.9091 0.00 0.12 0.13
S -0.3474 -0.5296 -2.3680 0.57 0.64 0.78
O -0.5693 -1.8181 -1.7492 -0.06 -0.39 -0.12
O 0.1162 0.4798 -1.4285 -0.07 0.14 -0.04
N 0.4665 -0.5416 -3.7222 -0.10 -0.12 0.48
S 1.9821 -1.0157 -3.7129 0.59 -1.53 -0.67
O 2.2192 -1.7485 -4.9395 -0.10 0.50 -0.32
O 2.4083 -1.7608 -2.5433 -0.34 0.26 0.30
C 3.0415 0.4292 -3.8224 0.07 0.63 0.45
C 3.8560 0.7380 -2.5683 0.28 0.80 -0.17
C 4.3117 2.1932 -2.5756 -0.54 -0.62 -0.11
F 3.0937 0.5885 -1.4128 0.11 -0.12 0.11
H -4.0752 -2.7342 -3.2057 -0.08 0.08 -0.07
H -2.7763 -2.5301 -2.0395 0.12 -0.01 -0.09
H -4.1640 -1.4632 -1.9888 -0.01 0.02 -0.02
H -3.6137 -0.4552 -4.1068 0.00 0.02 -0.02
H -2.2746 -1.5098 -4.4084 0.34 0.03 0.19
H -2.4556 0.2686 -1.9219 0.05 0.19 0.03
H 2.4684 1.3178 -4.0879 -0.34 -0.18 0.01
H 3.7483 0.2576 -4.6318 -0.10 -0.25 -0.08
H 4.7456 0.1067 -2.5163 -0.31 -0.41 0.28
H 4.7997 2.4069 -3.5280 0.22 0.17 0.12
H 4.9683 2.3606 -1.7226 -0.08 0.12 -0.35
H 3.4178 2.8156 -2.5158 0.25 -0.14 0.04
C -7.3121 -1.7170 0.6989 -0.33 -0.08 0.14
C -6.7705 -0.3058 0.7286 0.23 -0.20 0.11
O -6.0787 -0.2315 -0.4966 -0.24 0.17 -0.11
C -6.6849 -1.0829 -1.3656 0.11 -0.12 -0.16
O -6.5013 -1.0707 -2.5357 -0.26 0.01 -0.14
O -7.5054 -1.9368 -0.7097 0.11 0.21 0.30
F -5.8824 -0.1309 1.7447 -0.01 0.05 -0.02
H -6.5884 -2.4353 1.0785 0.15 0.14 0.01
H -8.2469 -1.8285 1.2424 -0.13 0.02 -0.23
H -7.5250 0.4790 0.7670 0.06 0.06 0.10
C 8.5991 5.1054 0.2260 -0.45 0.17 -0.03
C 7.5253 5.6607 -0.6857 0.13 -0.17 -0.14
O 6.9785 4.4854 -1.2572 -0.20 0.12 0.23
C 7.1514 3.4750 -0.3579 0.04 -0.15 -0.06
O 6.5935 2.4306 -0.4063 0.28 0.03 0.20
O 8.0368 3.8379 0.5947 0.06 0.14 0.01
F 8.0422 6.4371 -1.6700 -0.02 -0.05 -0.01
H 9.5254 4.9500 -0.3079 0.05 0.07 -0.19
H 8.7802 5.7185 1.1012 -0.02 -0.14 0.13
H 6.7322 6.2164 -0.1810 0.01 0.10 -0.08
C 1.2209 2.1854 0.9879 0.02 -0.12 -0.34
C 2.3849 3.0552 1.3975 -0.28 0.02 0.22
O 2.2322 3.1261 2.8078 0.27 -0.21 -0.01
C 1.6057 1.9784 3.2079 -0.15 -0.04 -0.10
O 1.5499 1.5970 4.3284 -0.11 0.12 0.12
O 1.0709 1.3449 2.1448 0.04 0.08 0.04
F 2.3011 4.3173 0.8834 -0.01 -2.05 2.36
H 0.3111 2.7703 0.8446 0.06 0.11 0.05
H 1.4067 1.5932 0.1001 -0.02 -0.25 -0.02
H 3.3665 2.6443 1.1594 0.03 0.09 -0.11
C 3.0999 -5.9212 -3.8926 0.17 0.00 0.13
C 1.9147 -5.0379 -4.2026 0.02 0.23 -0.31
O 0.8296 -5.9644 -4.1334 0.09 0.07 0.35
C 1.1849 -6.9405 -3.2654 -0.02 -0.06 -0.06
O 0.4415 -7.7292 -2.7812 0.00 -0.07 -0.04
O 2.5197 -6.8991 -3.0191 0.01 0.08 -0.05
F 1.9820 -4.5327 -5.4507 -0.09 -0.26 -0.04
H 3.4771 -6.4142 -4.7901 -0.10 0.06 -0.08
H 3.9096 -5.3892 -3.4018 -0.07 -0.07 0.19
H 1.7598 -4.2252 -3.4895 -0.06 0.09 -0.13
C 0.9453 -3.3814 1.2241 0.11 0.05 -0.26
C -0.1848 -2.4967 1.6844 -0.34 0.04 -0.27
O 0.1392 -2.2392 3.0461 0.10 0.02 -0.26
C 1.4988 -2.3083 3.1362 0.34 0.20 0.08
O 2.1281 -1.8739 4.0422 -0.04 -0.19 0.19
O 2.0219 -2.9009 2.0460 -0.15 -0.13 0.03
F -1.3890 -3.1228 1.6336 0.02 0.02 0.17
H 0.7464 -4.4326 1.4396 -0.06 0.03 0.11
H 1.1761 -3.2576 0.1685 0.12 0.18 0.05
H -0.2459 -1.5472 1.1508 -0.14 -0.05 -0.12
C -8.5878 -5.8406 0.5459 -0.10 -0.05 0.17
C -7.9061 -6.6888 -0.5095 -0.11 0.22 -0.14
O -6.9506 -5.7947 -1.0423 0.01 -0.23 0.29
C -6.6255 -4.9117 -0.0587 0.23 0.17 -0.23
O -5.6803 -4.2029 -0.0804 0.03 0.01 0.06
O -7.5299 -4.9675 0.9533 -0.11 -0.16 -0.12
F -8.7635 -7.0693 -1.4874 0.03 0.03 -0.01
H -9.4013 -5.2554 0.1150 0.02 -0.05 -0.13
H -8.9597 -6.4149 1.3898 0.15 0.06 0.10
H -7.3958 -7.5728 -0.1232 -0.07 -0.08 -0.07
C -8.7163 2.3250 -4.4466 0.05 0.17 -0.11
C -9.8537 1.3296 -4.5347 0.25 -0.16 -0.05
O -9.6336 0.5242 -3.3930 -0.29 0.22 0.12
C -8.9995 1.2911 -2.4663 0.28 -0.14 -0.07
O -8.8847 1.0079 -1.3213 -0.01 -0.07 0.15
O -8.5205 2.4192 -3.0322 -0.10 0.00 -0.08
F -9.7834 0.5627 -5.6474 0.00 -0.02 0.04
H -7.8117 1.9375 -4.9164 -0.05 -0.13 -0.02
H -8.9577 3.2965 -4.8682 -0.02 0.07 0.19
H -10.8501 1.7721 -4.4753 -0.03 -0.05 -0.10
C 2.3464 6.3858 -0.0272 -0.04 0.63 -0.18
C 2.6714 7.5282 -0.9667 0.12 -0.23 0.06
O 3.3615 6.8757 -2.0113 -0.13 0.05 -0.18
C 2.9002 5.5852 -2.0625 -0.19 0.01 0.41
O 3.0750 4.8307 -2.9528 0.02 0.43 -0.34
O 2.2147 5.2922 -0.9323 0.05 1.22 -1.97
F 3.4920 8.4476 -0.3923 0.05 -0.01 -0.03
H 3.1685 6.1922 0.6636 0.02 0.32 -0.15
H 1.4298 6.5337 0.5365 -0.03 -0.10 -0.11
H 1.7999 8.0415 -1.3765 0.05 0.14 0.04
C -3.0102 0.4532 3.5560 0.11 -0.20 -0.11
C -2.5565 1.6967 4.2878 -0.07 0.04 -0.13
O -3.7691 2.1730 4.8469 0.09 -0.15 0.22
C -4.5851 1.0960 5.0399 -0.05 0.05 -0.08
O -5.5599 1.1029 5.7126 -0.07 0.03 -0.03
O -4.1163 0.0260 4.3624 0.12 0.03 -0.02
F -2.0529 2.6347 3.4491 -0.07 0.04 0.00
H -3.3615 0.6828 2.5493 0.02 0.13 0.01
H -2.2474 -0.3185 3.5039 -0.07 -0.10 0.14
H -1.8373 1.5162 5.0882 0.10 0.07 -0.07
C 13.3838 2.9996 2.9802 0.18 -0.05 -0.03
C 12.1480 2.1266 2.9097 -0.05 0.15 0.19
O 11.1591 3.0499 2.4885 0.08 -0.17 -0.21
C 11.7798 4.0188 1.7694 -0.09 0.14 0.00
O 11.2221 4.7945 1.0653 0.38 -0.04 0.26
O 13.1171 3.9710 1.9621 0.01 -0.10 0.06
F 11.8099 1.6236 4.1176 -0.04 0.05 0.00
H 13.4617 3.4968 3.9476 -0.11 -0.06 0.05
H 14.3056 2.4644 2.7718 0.01 0.08 -0.18
H 12.2056 1.3104 2.1881 -0.03 -0.08 0.07
C -1.1501 -3.0964 5.8681 -0.02 0.19 -0.11
C -1.8716 -4.4194 5.7504 0.22 -0.06 0.16
O -2.2659 -4.6691 7.0895 -0.25 0.10 -0.17
C -2.4143 -3.4602 7.7052 0.05 0.05 0.11
O -2.9722 -3.2969 8.7375 0.05 -0.04 0.04
O -1.8446 -2.4840 6.9664 0.03 -0.11 -0.11
F -1.0547 -5.4180 5.3346 -0.01 -0.02 0.06
H -0.1000 -3.2303 6.1299 0.00 -0.12 -0.02
H -1.2196 -2.4909 4.9719 -0.10 0.15 0.11
H -2.7566 -4.3996 5.1125 0.04 -0.08 -0.07
```
Positions in Å, forces in eV/Å.

Calculated values
Multiplicity ... 1
E_LUMO ... 1.5 eV
Orbital gap ... 7.94 eV
Charge ... -1
Electronic energy ... -242746.093 eV
Strongest force on any atom ... 3.1 eV Å⁻¹

Entry 3:
Molecular formula: C39H45F2N5SSbTi
Method: DFT, ωB97M-V/def2-TZVPD

Structure (XYZ):
```
94
Properties=species:S:1:pos:R:3:forces:R:3
Ti -1.1439 -1.0015 -1.4674 -0.06 0.08 0.25
C -3.0858 1.9346 -1.2161 0.03 0.00 0.00
C -3.8691 0.8086 -0.5539 0.01 0.07 0.05
N -3.1525 -0.4794 -0.4846 0.11 -0.19 0.03
C -4.0290 -1.6591 -0.6387 0.02 -0.03 -0.10
C -3.9904 -2.1648 -2.0749 -0.03 -0.01 0.04
N -2.6039 -2.4651 -2.4617 0.08 0.06 -0.08
C -2.3844 -2.6887 -3.8990 0.01 -0.04 0.00
C -2.7532 -1.5039 -4.7966 0.00 -0.02 0.00
C -2.4400 -0.1047 -4.2723 0.00 -0.02 -0.04
N -1.1329 -0.0157 -3.5949 0.02 -0.01 -0.09
C -0.6188 1.3732 -3.5061 0.04 0.00 0.02
C 0.1489 1.6147 -2.2100 -0.01 -0.02 -0.02
N -0.6555 1.2197 -1.0460 0.05 -0.10 -0.13
C -1.6917 2.2049 -0.6600 -0.03 0.08 0.02
H -3.6685 2.8517 -1.0951 -0.02 -0.01 0.01
H -3.0332 1.7568 -2.2890 0.00 -0.01 -0.03
H -4.7855 0.6488 -1.1262 0.00 0.00 0.00
H -4.1751 1.1150 0.4514 0.00 -0.01 -0.01
H -2.6758 -0.5406 0.4138 -0.18 0.08 0.11
H -5.0648 -1.4301 -0.3722 0.03 0.02 0.08
H -3.6805 -2.4414 0.0354 0.02 -0.01 -0.04
H -4.3754 -1.3941 -2.7444 0.00 0.01 0.01
H -4.6452 -3.0369 -2.1811 0.01 0.00 -0.01
H -2.3097 -3.3072 -1.9719 -0.02 0.03 0.05
H -2.9333 -3.5675 -4.2563 0.00 0.01 0.00
H -1.3212 -2.9177 -4.0104 -0.01 0.00 0.01
H -3.8185 -1.5247 -5.0346 0.00 -0.01 0.01
H -2.2390 -1.6635 -5.7479 0.00 0.02 0.00
H -3.2010 0.2022 -3.5552 0.00 0.02 0.00
H -2.4943 0.5954 -5.1134 0.01 0.00 0.01
H -0.4757 -0.5627 -4.1421 0.00 0.00 0.01
H -1.4673 2.0547 -3.5565 -0.01 0.00 0.00
H 0.0186 1.6174 -4.3612 -0.01 -0.02 0.00
H 0.4415 2.6717 -2.1728 -0.01 0.00 0.05
H 1.0665 1.0222 -2.1909 -0.01 0.00 -0.01
H -0.0544 1.0778 -0.2339 -0.01 0.05 -0.02
H -1.3680 3.2005 -0.9846 0.01 -0.01 0.01
H -1.7337 2.2214 0.4300 0.00 -0.02 -0.01
F -1.6451 -4.0072 3.3313 -0.01 0.00 0.00
C -1.0176 -3.8368 2.1551 0.02 -0.01 -0.02
C -1.4002 -2.8059 1.3231 0.00 -0.01 0.02
C -0.7639 -2.5791 0.1002 -0.04 0.00 -0.16
C 0.2828 -3.4671 -0.2572 -0.06 0.01 -0.04
C 0.6251 -4.5041 0.6192 0.01 0.06 0.01
F 1.6365 -5.3585 0.3358 0.01 -0.01 0.01
C -0.0008 -4.7108 1.8266 0.00 -0.01 0.00
C 1.0251 -3.2022 -1.5114 -0.03 0.07 0.00
C 1.9420 -4.0929 -2.0862 0.03 0.01 -0.03
C 2.6832 -3.7214 -3.1883 -0.02 0.05 -0.01
C 2.5157 -2.4476 -3.7148 0.07 -0.07 -0.04
C 1.5557 -1.6449 -3.1454 -0.08 0.00 0.10
N 0.7884 -1.9983 -2.1007 0.15 -0.10 -0.02
H -2.1963 -2.1664 1.6935 0.00 0.01 0.00
H 0.3014 -5.5146 2.4814 0.00 0.00 0.00
H 2.0775 -5.0725 -1.6640 -0.02 0.00 0.02
H 3.3936 -4.4120 -3.6227 0.00 0.00 0.00
H 3.1023 -2.0915 -4.5497 -0.01 0.01 0.00
H 1.4003 -0.6490 -3.5431 -0.01 0.00 0.01
S -0.9191 0.4731 2.2996 -0.06 -0.07 0.06
Sb 1.0073 1.5371 2.7521 0.00 -0.02 0.01
C 1.0301 3.5649 2.1924 0.04 -0.08 0.08
C 0.2458 4.4662 2.9067 0.01 0.04 -0.05
C 0.2303 5.8029 2.5380 -0.02 0.01 0.01
C 0.9924 6.2360 1.4605 -0.01 0.02 0.00
C 1.7701 5.3360 0.7472 0.01 -0.03 -0.02
C 1.7915 3.9954 1.1121 -0.03 0.05 -0.04
C 2.5970 0.6652 1.6865 0.00 0.01 0.01
C 3.8701 1.2290 1.7294 0.01 -0.04 -0.04
C 4.9179 0.6071 1.0675 0.00 0.00 0.00
C 4.6946 -0.5793 0.3786 0.03 0.02 0.00
C 3.4292 -1.1449 0.3480 -0.05 -0.01 -0.02
C 2.3706 -0.5226 0.9997 0.01 -0.01 0.01
C 1.5374 1.4757 4.7793 -0.03 -0.01 -0.10
C 2.2597 2.5109 5.3594 0.01 0.01 0.04
C 2.6556 2.4031 6.6857 0.01 0.03 -0.01
C 2.3318 1.2686 7.4156 -0.01 -0.01 0.00
C 1.6047 0.2400 6.8307 0.00 -0.01 0.01
C 1.2020 0.3400 5.5077 -0.03 0.04 0.04
H -0.3528 4.1310 3.7461 0.00 0.01 0.01
H -0.3758 6.5069 3.0927 0.00 0.01 0.00
H 0.9809 7.2803 1.1779 0.00 0.00 0.00
H 2.3660 5.6768 -0.0895 0.00 0.01 0.00
H 2.4042 3.2938 0.5572 0.01 0.01 0.00
H 4.0513 2.1462 2.2793 0.01 0.00 0.00
H 5.9085 1.0411 1.0985 0.01 -0.01 0.00
H 5.5159 -1.0711 -0.1263 0.01 0.01 0.00
H 3.2677 -2.0817 -0.1704 -0.02 -0.01 -0.03
H 1.3817 -0.9748 0.9985 -0.01 0.01 -0.03
H 2.5045 3.4026 4.7928 0.02 -0.01 0.00
H 3.2140 3.2066 7.1475 0.00 0.00 0.01
H 2.6435 1.1869 8.4485 0.00 0.00 0.00
H 1.3469 -0.6391 7.4061 0.00 0.00 0.01
H 0.6144 -0.4496 5.0531 0.02 -0.01 -0.01
```
Positions in Å, forces in eV/Å.

Calculated values
Multiplicity ... 3
E_LUMO (spin up / spin down) ... -1.9 / -2.0 eV
Orbital gap (spin up / spin down) ... 6.36 / 8.42 eV
Charge ... +1
ΔE to the lowest compared entry with this formula, charge and spin ... 0.0 kcal/mol
Electronic energy ... -94542.882 eV
Strongest force on any atom ... 0.3 eV Å⁻¹